42
Properties=species:S:1:pos:R:3:forces:R:3:lowdin_charge:R:1 method="wB97M-V/def2-TZVPD" e_homo_ev="-6.42 / -6.42" charge=-1 e_lumo_ha="0.0796 / 0.0796" fmax_ev_per_a=0.634
Co 0.071 -0.188 0.003 -0.19 0.35 -0.25 0.55
O 0.118 0.176 1.853 -0.29 -0.35 -0.41 -0.11
N 1.301 0.251 2.334 0.04 0.07 0.22 0.07
N 2.204 0.049 1.483 -0.10 -0.04 0.05 -0.16
O 1.908 -0.222 0.228 0.37 -0.07 -0.51 -0.12
C 3.587 0.083 1.854 -0.02 0.01 0.00 -0.15
C 4.530 0.078 0.843 0.01 0.01 -0.06 0.00
C 5.875 0.115 1.183 -0.01 0.00 0.02 -0.07
C 6.263 0.159 2.513 -0.03 0.02 -0.01 -0.09
C 5.297 0.155 3.513 0.04 -0.01 0.00 -0.08
C 3.952 0.113 3.192 -0.04 0.01 0.07 -0.01
H 4.201 0.057 -0.185 0.01 0.01 0.00 0.12
H 6.621 0.116 0.398 -0.01 0.02 -0.01 0.10
H 7.313 0.205 2.773 -0.01 -0.03 -0.01 0.10
H 5.594 0.183 4.553 -0.01 0.01 -0.01 0.10
H 3.193 0.109 3.960 0.00 0.02 -0.01 0.11
O -2.547 -1.101 -2.390 0.27 0.18 -0.08 -0.29
Cl -1.798 0.013 -1.910 -0.26 -0.04 0.46 0.76
O -2.312 1.242 -2.382 0.30 -0.27 -0.05 -0.25
O -0.356 -0.156 -2.190 0.01 -0.09 0.60 -0.32
O -1.820 -0.006 -0.407 -0.19 0.09 -0.03 -0.34
F 0.243 1.894 -0.260 0.02 0.00 -0.21 -0.28
As 0.236 3.670 0.014 -0.04 -0.20 0.03 0.72
F -1.428 3.548 0.448 -0.05 0.02 0.00 -0.24
F 0.686 3.345 1.654 0.04 -0.01 0.15 -0.25
F 0.248 5.366 0.290 0.01 0.21 0.03 -0.25
F 1.911 3.672 -0.415 0.16 0.02 -0.05 -0.25
F -0.189 3.876 -1.643 -0.02 0.02 -0.04 -0.24
Cl -5.248 -4.113 2.443 0.04 0.01 -0.02 0.62
C -3.738 -3.518 1.791 -0.01 0.01 0.02 -0.67
C -3.453 -3.705 0.451 0.00 -0.01 -0.04 -0.10
C -2.253 -3.233 -0.057 -0.07 -0.02 -0.01 -0.05
C -1.330 -2.579 0.755 0.16 -0.07 -0.05 -0.27
C -0.029 -2.100 0.206 -0.17 0.20 0.19 -0.09
C -1.649 -2.402 2.101 -0.05 0.00 0.04 -0.03
C -2.847 -2.863 2.623 0.03 0.01 0.02 -0.10
H -4.165 -4.210 -0.189 0.00 0.01 0.00 0.10
H -2.039 -3.358 -1.111 0.01 -0.01 0.01 0.11
H 0.161 -2.472 -0.802 0.03 -0.03 0.00 0.09
H 0.796 -2.354 0.869 0.06 -0.04 -0.04 0.08
H -0.961 -1.868 2.744 0.00 -0.03 0.00 0.11
H -3.091 -2.714 3.667 0.00 0.00 -0.01 0.10

***

37
Properties=species:S:1:pos:R:3:forces:R:3:lowdin_charge:R:1 method="wB97M-V/def2-TZVPD" e_homo_ev="-4.76 / -5.28" charge=-1 e_lumo_ha="0.0809 / 0.0195" spin_multiplicity=5 fmax_ev_per_a=0.467
Pd -0.863 -0.643 -0.714 0.07 -0.25 0.06 0.14
S -2.705 1.777 0.513 0.00 0.01 0.10 -0.06
As -2.299 1.471 -1.507 0.01 0.30 0.03 -0.21
S -3.825 -0.182 -2.278 -0.11 -0.16 -0.15 0.02
S -2.643 -1.732 -1.988 -0.08 0.06 0.07 0.08
S -2.308 2.999 -2.904 -0.01 0.08 -0.13 -0.11
Te 1.041 -2.230 -1.693 0.18 0.06 0.05 0.83
C 0.329 -4.097 -1.097 -0.06 0.06 0.12 -1.07
C 0.341 -4.650 0.155 -0.01 -0.04 -0.01 -0.27
C -0.272 -5.930 0.205 0.00 0.04 -0.03 -0.20
C -0.745 -6.329 -1.010 0.01 -0.04 0.13 -0.44
S -0.452 -5.146 -2.203 -0.06 -0.03 -0.19 0.89
H 0.753 -4.138 1.012 0.01 0.00 0.00 0.09
H -0.375 -6.514 1.108 -0.01 0.01 -0.01 0.10
H -1.266 -7.243 -1.248 0.02 0.01 -0.01 0.06
N -1.328 -1.564 1.155 -0.01 -0.14 -0.24 0.01
C -2.062 -2.485 1.238 -0.03 0.19 0.19 -0.42
N -2.758 -3.537 1.394 0.00 -0.14 -0.05 0.07
C -4.082 -3.531 1.417 0.03 0.04 -0.03 -0.41
N -5.235 -3.642 1.439 0.05 0.01 0.03 0.08
C 2.633 0.778 0.685 0.20 0.09 0.00 -0.24
S 1.076 1.415 0.084 -0.16 -0.14 -0.41 0.80
O 1.070 1.179 -1.407 -0.02 -0.02 0.42 -0.62
C 1.387 3.157 0.303 -0.03 0.04 0.06 -0.39
C 1.518 3.945 -0.826 0.00 0.07 0.05 -0.06
C 1.698 5.314 -0.665 0.00 -0.02 -0.08 -0.07
C 1.731 5.873 0.602 0.00 -0.02 0.04 -0.09
C 1.574 5.069 1.727 0.00 0.04 -0.02 -0.08
C 1.390 3.705 1.580 0.02 -0.01 -0.01 -0.09
H 3.430 1.155 0.044 0.01 -0.01 0.03 0.07
H 2.568 -0.308 0.625 -0.02 0.00 0.00 0.02
H 2.767 1.103 1.716 0.02 -0.04 -0.01 0.05
H 1.453 3.486 -1.804 0.00 -0.01 0.00 0.11
H 1.796 5.944 -1.539 0.00 0.00 0.01 0.11
H 1.857 6.942 0.718 0.01 0.00 0.01 0.10
H 1.575 5.510 2.715 0.00 -0.01 0.00 0.10
H 1.230 3.077 2.449 -0.01 -0.01 -0.02 0.11

***

33
Properties=species:S:1:pos:R:3:forces:R:3:lowdin_charge:R:1 method="wB97M-V/def2-TZVPD" e_homo_ev=-8.82 e_lumo_ha=-0.0487 fmax_ev_per_a=9.401
C 13.245 20.422 -18.890 1.06 1.29 -0.07 -0.16
C 13.593 19.429 -18.005 2.56 -0.77 0.52 -0.34
C 14.452 18.383 -18.335 1.07 0.99 0.09 -0.12
C 15.179 18.502 -19.517 -0.48 0.69 -0.01 -0.20
C 14.857 19.523 -20.398 -0.73 1.90 -0.97 -0.01
C 13.869 20.542 -20.129 0.80 -1.81 1.94 -0.01
N 16.181 17.516 -19.948 3.37 -2.60 -1.16 -0.29
O 15.975 16.277 -19.829 0.46 3.23 1.16 0.01
O 17.247 17.896 -20.526 -3.07 0.07 1.53 0.07
H 12.517 21.096 -18.463 -0.16 0.52 -0.61 0.11
H 13.155 19.361 -17.021 0.85 0.79 0.00 0.05
H 14.449 17.524 -17.679 1.50 0.54 -0.34 0.07
H 15.242 19.556 -21.407 0.66 -0.17 0.13 0.12
H 13.677 21.426 -20.719 0.09 -0.41 -0.55 0.11
C 15.222 16.164 -22.406 0.18 -1.54 -2.07 -0.05
C 14.290 16.530 -21.523 -3.75 0.57 0.95 -0.17
C 13.032 15.862 -21.359 0.44 -1.23 -6.68 -0.29
C 12.702 14.798 -22.226 1.71 0.64 0.39 -0.11
C 13.679 14.388 -23.174 0.38 -0.30 1.41 0.01
C 14.905 15.056 -23.225 -0.35 1.07 -0.26 -0.03
N 11.471 14.006 -22.001 0.61 -3.02 -1.23 -0.28
O 10.671 14.316 -21.118 1.23 -0.40 -1.71 0.08
O 11.465 12.925 -22.717 -0.95 3.38 2.49 0.02
H 16.174 16.665 -22.506 0.01 0.07 -0.01 0.11
H 14.344 17.399 -20.884 -0.15 -0.51 -0.80 0.05
H 12.332 16.151 -20.589 -1.91 0.83 -4.48 -0.11
H 13.687 13.407 -23.625 -0.78 0.22 -0.53 0.11
H 15.577 14.835 -24.040 0.25 -0.54 0.20 0.11
C 12.434 16.771 -17.537 -1.43 -1.47 0.84 -1.27
Br 13.051 15.950 -19.222 0.28 0.19 9.39 1.06
Br 11.127 15.470 -16.711 1.07 0.99 -0.22 0.53
Br 11.440 18.425 -17.957 -3.71 -3.13 0.04 0.83
H 13.295 16.951 -16.894 -1.11 -0.05 0.62 -0.01

***

29
Properties=species:S:1:pos:R:3:forces:R:3:lowdin_charge:R:1 method="wB97M-V/def2-TZVPD" e_homo_ev=-8.87 smiles="Cc1ccc(NC(=O)c2cncc(Br)c2)c(O)c1" e_lumo_ha=0.0088 fmax_ev_per_a=0.774
C -1.633 -3.510 -1.011 0.06 -0.04 0.02 -0.05
C -1.519 -2.088 -0.557 -0.03 0.15 0.09 -0.27
C -0.998 -1.113 -1.403 0.05 0.05 -0.04 -0.04
C -0.869 0.193 -0.976 -0.23 -0.08 0.08 -0.01
C -1.242 0.552 0.313 -0.18 -0.24 -0.07 -0.21
C -1.767 -0.420 1.172 0.23 0.20 -0.31 -0.26
C -1.905 -1.726 0.724 -0.01 0.15 0.10 0.03
H -2.310 -2.456 1.407 -0.07 -0.12 0.09 0.13
O -2.138 -0.123 2.445 -0.06 0.00 0.10 0.07
H -1.891 0.787 2.656 0.06 -0.09 -0.07 0.10
N -1.096 1.881 0.788 -0.69 -0.21 0.29 0.13
C 0.007 2.670 0.670 0.27 0.14 0.15 -0.44
O -0.030 3.854 0.923 0.06 0.12 -0.13 0.09
C 1.260 1.975 0.247 0.50 0.06 -0.07 -0.13
C 1.654 0.749 0.772 0.25 0.07 -0.12 -0.06
C 2.831 0.191 0.303 -0.06 -0.09 0.15 -0.65
C 3.584 0.869 -0.648 -0.01 -0.40 0.24 -0.18
N 3.218 2.045 -1.118 0.30 0.29 -0.42 0.08
C 2.096 2.587 -0.686 -0.48 0.06 0.31 -0.08
H 1.838 3.552 -1.100 -0.11 0.09 0.03 0.13
H 4.506 0.459 -1.034 0.05 -0.13 0.04 0.11
Br 3.400 -1.500 0.951 -0.03 0.21 -0.09 0.74
H 1.072 0.242 1.526 -0.06 -0.06 0.01 0.12
H -1.940 2.377 1.053 0.18 0.08 -0.10 0.17
H -0.476 0.950 -1.639 0.02 0.05 -0.06 0.13
H -0.698 -1.378 -2.405 0.03 -0.04 -0.12 0.11
H -0.700 -4.036 -0.810 0.02 -0.09 -0.02 0.09
H -2.431 -4.024 -0.481 -0.05 -0.09 -0.01 0.08
H -1.824 -3.561 -2.080 -0.03 -0.06 -0.06 0.08

***

36
Properties=species:S:1:pos:R:3:forces:R:3:lowdin_charge:R:1 method="wB97M-V/def2-TZVPD" e_homo_ev="-9.09 / -11.22" charge=+1 e_lumo_ha="-0.1763 / -0.2563" spin_multiplicity=8 fmax_ev_per_a=10.259
C -2.255 0.777 -4.634 4.13 0.41 7.99 -0.04
C -1.570 0.644 -3.389 -5.04 1.17 -8.86 -0.16
Ga -0.698 0.833 -1.478 -1.10 1.48 -2.47 0.41
C -1.001 2.785 -0.742 -0.22 0.19 0.75 -0.20
C -0.549 2.941 0.827 0.00 1.79 -0.25 -0.23
C -1.810 3.650 1.636 -0.02 -0.43 -0.16 -0.14
F -2.231 4.872 0.874 1.06 -2.53 1.68 -0.15
C 1.337 0.386 -1.720 4.02 -1.21 0.26 -0.27
F 1.741 0.289 -3.142 -1.22 0.19 4.19 -0.03
F 2.131 1.475 -1.105 -2.02 -2.75 -1.64 -0.04
C 1.575 -1.024 -0.873 0.41 -0.84 0.07 -0.05
C 1.473 -2.460 -1.674 0.56 -1.29 4.51 0.06
C 1.675 -3.824 -0.740 -0.15 4.72 1.10 0.01
C 1.942 -3.661 0.902 -0.23 2.37 -1.49 0.07
C 2.068 -2.214 1.679 -0.91 0.92 -4.44 0.00
C 2.363 -2.022 3.281 -0.13 0.22 0.51 -0.19
F 1.153 -2.449 4.077 4.50 1.29 -2.46 0.00
F 2.594 -0.568 3.621 -0.64 -5.23 -1.10 0.00
F 3.573 -2.833 3.632 -4.39 2.91 -0.69 0.02
C 1.864 -0.861 0.742 -0.33 -3.46 -0.37 0.11
S -1.795 -0.567 -0.018 1.90 -2.77 -2.05 0.69
O -3.316 -0.531 -0.434 4.05 5.17 -0.57 -0.75
O -1.371 -2.054 -0.084 -1.62 2.61 0.38 -0.51
F -1.641 -0.099 1.656 0.07 0.10 2.81 -0.40
H -2.808 1.261 -5.576 1.58 -1.55 2.53 0.05
H -2.181 2.937 -0.803 2.62 -0.26 -0.22 0.10
H -0.405 3.483 -1.468 -1.39 -1.26 1.45 0.09
H 0.338 3.733 0.877 -1.83 -1.75 -0.12 0.13
H -0.150 1.962 1.331 -1.17 1.84 -0.77 0.09
H -1.511 3.942 2.733 -0.56 -0.25 -2.33 0.13
H -2.765 2.957 1.690 1.99 1.41 -0.29 0.12
H 1.253 -2.565 -2.842 0.57 0.54 2.95 0.14
H 1.585 -4.877 -1.242 0.31 2.28 1.26 0.10
H 2.044 -4.650 1.524 -0.18 2.22 -1.31 0.12
H 1.901 0.234 1.206 -0.01 -2.74 -1.13 0.14
Eu -4.552 -1.901 -0.326 -4.60 -5.52 0.30 1.56

***

29
Properties=species:S:1:pos:R:3:forces:R:3:lowdin_charge:R:1 method="wB97M-V/def2-TZVPD" e_homo_ev=-11.33 smiles="c1ccc(/N=c2/[nH][n+](-c3ccccc3)no2)cc1" charge=+1 e_lumo_ha=-0.2216 fmax_ev_per_a=6.002
N -1.423 -0.259 -0.724 1.19 0.22 0.20 0.27
N 1.596 -0.787 0.948 -4.25 2.58 -1.24 0.18
O -0.431 -1.185 -0.311 -1.89 1.82 -0.40 0.15
C 0.449 -0.462 0.441 5.41 -1.57 2.07 -0.35
C 3.027 -4.633 0.506 -0.12 0.68 -0.87 -0.07
C -3.160 4.509 -0.926 0.04 -0.26 0.08 -0.02
C 3.464 -3.595 -0.369 -0.02 -1.16 1.25 -0.07
C 2.070 -4.395 1.493 0.42 0.06 -0.61 -0.07
C -3.568 3.327 -1.566 0.46 0.11 0.06 -0.02
C -2.135 4.458 0.025 0.05 -0.53 -0.55 -0.03
C 3.036 -2.307 -0.166 -0.83 0.00 0.52 -0.03
C 1.515 -3.114 1.579 -0.46 0.29 0.24 -0.03
C -2.871 2.132 -1.338 -0.59 0.68 -0.41 0.01
C -1.444 3.259 0.245 -0.12 0.32 -0.24 0.02
C 1.992 -2.075 0.768 1.97 -3.08 -0.24 -0.33
C -1.793 2.091 -0.469 -0.71 1.77 -0.01 -0.17
N 0.042 0.826 0.527 -2.93 0.53 -1.36 0.23
N -1.061 0.896 -0.333 1.16 -1.47 1.69 0.00
H 3.411 -5.628 0.320 0.04 -0.01 0.27 0.10
H -3.589 5.495 -1.154 -0.07 -0.71 0.06 0.13
H 4.221 -3.822 -1.109 -0.06 0.05 -0.01 0.11
H 1.790 -5.212 2.167 -0.11 0.47 -0.29 0.11
H -4.381 3.341 -2.297 0.32 -0.05 0.34 0.13
H -1.860 5.392 0.517 0.14 -0.53 0.06 0.13
H 3.486 -1.485 -0.707 -0.20 0.07 -0.05 0.11
H 0.691 -2.894 2.291 0.77 -0.17 -0.42 0.12
H -3.160 1.262 -1.882 -0.14 -0.50 -0.26 0.12
H -0.627 3.300 0.940 0.22 -0.23 0.27 0.11
H 0.712 1.565 0.585 0.29 0.62 -0.17 0.18

***

28
Properties=species:S:1:pos:R:3:forces:R:3:lowdin_charge:R:1 method="wB97M-V/def2-TZVPD" e_homo_ev=-3.08 charge=-1 e_lumo_ha=0.0869 fmax_ev_per_a=1.972
C 0.627 -1.132 2.058 0.11 0.22 0.34 0.03
C -0.710 -1.093 1.912 0.19 -0.90 0.19 0.03
C -1.162 0.305 2.033 -0.83 0.91 -0.09 -0.40
O -2.279 0.775 2.023 1.88 -0.58 0.09 0.14
O -0.013 1.082 2.210 0.02 0.18 -0.07 0.09
C 1.124 0.241 2.224 0.02 0.27 -0.11 -0.43
O 2.238 0.694 2.353 -1.18 -0.40 -0.08 0.10
H 1.294 -1.986 2.092 -0.24 0.13 -0.10 0.12
H -1.416 -1.911 1.915 0.12 0.02 -0.05 0.10
C 0.740 -3.452 -0.751 0.19 -0.11 0.07 -0.06
C -0.627 -3.281 -0.110 -0.99 1.67 -0.05 -0.55
C -1.369 -2.108 -0.510 1.09 -0.92 -0.49 -0.11
C -2.789 -1.979 -0.451 -0.77 0.06 0.03 -0.25
C -3.589 -2.682 0.496 0.05 0.28 -0.10 -0.05
C -4.951 -2.419 0.609 0.00 0.26 -0.58 -0.12
C -5.580 -1.528 -0.277 0.03 -0.02 0.06 -0.14
C -4.827 -0.898 -1.285 0.05 -0.23 0.31 -0.13
C -3.459 -1.117 -1.375 0.03 -0.23 0.55 -0.07
O -1.029 -4.096 0.742 0.30 -0.37 -0.06 -0.06
H 1.195 -2.492 -1.023 -0.15 -0.17 0.02 0.07
H 1.399 -3.988 -0.062 -0.01 0.00 -0.06 0.06
H 0.629 -4.057 -1.661 0.07 0.12 0.15 0.07
H -0.859 -1.414 -1.181 -0.09 -0.25 -0.06 0.09
H -3.100 -3.418 1.134 -0.16 0.29 -0.12 0.09
H -5.531 -2.918 1.389 0.10 0.11 -0.25 0.09
H -6.650 -1.327 -0.188 0.30 -0.06 -0.03 0.08
H -5.317 -0.229 -1.997 0.11 -0.19 0.22 0.09
H -2.861 -0.639 -2.157 -0.23 -0.08 0.27 0.10